No. 1
The following is a DFT calculation (ωB97M-V/def2-TZVPD) of C25H35N5O5 in the gas phase.

Geometry (Å):
C -5.9986 1.8919 -1.3087
C -4.9800 1.5476 -2.3878
O -3.6582 1.9193 -2.0319
C -3.0101 1.3865 -0.9612
C -1.9441 2.1686 -0.5120
C -1.1574 1.7589 0.5477
C -1.4566 0.5732 1.2099
C -2.5102 -0.2182 0.7883
C -3.2776 0.1633 -0.3330
O -4.3256 -0.6172 -0.7638
C -4.0558 -1.9707 -1.1077
C -5.0108 -2.8973 -0.3698
H -4.8441 -2.8156 0.7001
H -6.0382 -2.6172 -0.5874
H -4.8464 -3.9247 -0.6833
H -3.0181 -2.2283 -0.8826
H -4.2066 -2.0641 -2.1936
O -2.8730 -1.3977 1.3728
C -2.2873 -1.7785 2.6013
C -2.8003 -0.9590 3.7809
H -3.8845 -1.0243 3.8312
H -2.3793 -1.3463 4.7046
H -2.5220 0.0865 3.6775
H -1.1933 -1.7332 2.5397
H -2.5810 -2.8262 2.7200
H -0.8431 0.3082 2.0547
C -0.0028 2.5469 1.0610
O 0.3588 2.4986 2.2257
N 0.6370 3.2915 0.1334
H 0.3414 3.2470 -0.8285
C 1.8059 4.0909 0.4175
C 3.0074 3.5880 -0.3921
O 3.4071 4.2324 -1.3475
N 3.5635 2.4209 -0.0234
C 3.1734 1.5547 1.0640
H 4.0763 1.3003 1.6301
C 2.5695 0.2620 0.5181
H 1.6687 0.4739 -0.0597
H 2.2930 -0.3831 1.3517
C 3.5729 -0.4588 -0.4013
C 2.9098 -1.6491 -1.0284
C 3.2685 -2.9414 -0.7600
N 2.4291 -3.7237 -1.5086
C 1.6106 -2.8715 -2.1811
N 1.8716 -1.6244 -1.9132
H 0.8454 -3.2052 -2.8523
H 2.4247 -4.7296 -1.5469
C 4.3362 -3.3547 0.1844
H 4.0378 -4.2230 0.7765
H 5.2530 -3.6143 -0.3572
C 4.5881 -2.1339 1.0971
N 4.7431 -0.8869 0.3771
H 5.5423 -0.9616 -0.2449
H 3.7440 -2.0247 1.7822
H 5.4916 -2.2897 1.6916
C 4.0180 0.5300 -1.4883
C 4.5683 1.8153 -0.8726
H 5.4519 1.5911 -0.2672
H 4.8291 2.5349 -1.6503
H 3.1528 0.7570 -2.1121
H 4.7796 0.0698 -2.1217
H 2.4647 2.0389 1.7318
H 1.6289 5.1266 0.1093
H 1.9819 4.0614 1.4941
H -1.7858 3.1083 -1.0170
H -5.1701 2.1385 -3.2893
H -5.0394 0.4865 -2.6431
H -7.0019 1.7194 -1.6881
H -5.9013 2.9370 -1.0234
H -5.8425 1.2685 -0.4330

The total energy is -44181.8909 eV. The charge is 0. The gap between HOMO and LUMO is 8.8 eV. Its highest occupied orbital energy is -8.360 eV.

No. 2
The following is a DFT calculation (ωB97M-V/def2-TZVPD) of a molecular structure, C25H36AsCsN2O8PS.

Geometry (Å):
Cs 0.3132 0.8025 0.2676
C -0.4882 1.0996 -3.3118
O -1.1558 0.3341 -2.3247
C -1.7627 -0.8221 -2.7227
C -1.7881 -1.2385 -4.0498
C -2.3902 -2.4394 -4.4041
C -2.9659 -3.2343 -3.4285
C -2.9485 -2.8202 -2.1049
C -2.3667 -1.6117 -1.7198
N -2.2999 -1.1695 -0.3816
N -3.1706 -1.7361 0.3456
C -3.2343 -1.5122 1.6830
C -2.4494 -0.5225 2.3874
O -1.7258 0.3051 1.8075
C -2.5501 -0.5377 3.8428
C -3.3914 -1.3558 4.5009
C -4.2542 -2.2705 3.8090
C -5.1575 -3.0857 4.5105
C -5.9886 -3.9600 3.8524
C -5.9245 -4.0315 2.4542
C -5.0432 -3.2481 1.7469
C -4.1781 -2.3421 2.3979
H 0.2990 0.5211 -3.8031
H -0.0433 1.9428 -2.7905
H -1.1904 1.4716 -4.0645
H -1.3229 -0.6327 -4.8136
H -2.3882 -2.7521 -5.4406
H -3.4185 -4.1818 -3.6937
H -3.3829 -3.4322 -1.3273
H -1.9092 0.1631 4.3655
H -3.4386 -1.3333 5.5855
H -5.1863 -3.0076 5.5926
H -6.6838 -4.5821 4.4026
H -6.5777 -4.7116 1.9198
H -5.0078 -3.3106 0.6684
O 1.2974 -2.3319 -2.9299
H 1.5771 -1.4240 -2.7152
H 0.3372 -2.3354 -2.8344
C 5.1574 -0.2382 0.4341
As 3.9064 -1.0222 -0.8061
C 2.7976 -2.3109 0.1153
C 4.9570 -2.1219 -1.9920
S 2.9018 0.4171 -1.9547
H 5.4914 -0.9858 1.1527
H 4.6283 0.5581 0.9504
H 6.0051 0.1522 -0.1262
H 3.4342 -2.7934 0.8565
H 2.5015 -3.0102 -0.6659
H 1.9172 -1.8904 0.5944
H 5.5356 -2.8636 -1.4409
H 5.6191 -1.4642 -2.5511
H 4.2670 -2.6099 -2.6785
C 3.5402 0.1179 4.2865
O 3.0666 1.3339 3.7324
C 2.4516 1.3333 2.4444
O 2.4265 0.2244 1.9002
H 4.6022 0.2120 4.5333
H 3.4119 -0.7115 3.5893
H 2.9940 -0.1136 5.2049
C -0.4613 6.7630 -0.2049
O 0.8167 6.2193 -0.5127
P 0.9506 4.5699 -0.4157
O 0.3651 4.1128 -1.8597
C 0.9614 4.5931 -3.0697
O 2.5332 4.5071 -0.7475
C 3.3867 4.3930 0.4110
H -0.3355 7.8392 -0.1039
H -0.8514 6.3563 0.7320
H -1.1771 6.5576 -1.0049
H 0.2162 4.5006 -3.8585
H 1.8361 3.9924 -3.3184
H 1.2585 5.6369 -2.9701
H 4.3666 4.0928 0.0468
H 3.0167 3.6293 1.1009
H 3.4644 5.3570 0.9169

The total energy is -127381.3133 eV. The charge is -1. The gap between HOMO and LUMO is 6.1 eV. Its highest occupied orbital energy is -4.137 eV.

No. 3
The following is a DFT calculation (ωB97M-V/def2-TZVPD) of a molecular structure, C25H36Br2GeN5Y.

Geometry (Å):
Y 0.1363 -0.1548 0.5109
C -2.0380 -2.7249 0.2914
N -1.9870 -1.3427 -0.2860
C -3.2174 -0.5468 0.0130
C -2.9053 0.5553 0.9760
N -1.6748 1.0733 1.1060
C -1.8208 2.1794 1.9759
C -0.8891 3.1063 2.4389
C -1.3527 4.0860 3.2950
C -2.7016 4.1487 3.6855
C -3.6340 3.2425 3.2226
C -3.1541 2.2652 2.3590
N -3.8000 1.2138 1.6985
C -0.6633 -3.2011 0.6414
N 0.4005 -2.3913 0.6750
C 1.4837 -3.1980 1.0865
C 2.8261 -2.8807 1.2813
C 3.6531 -3.9049 1.6987
C 3.1634 -5.2053 1.9125
C 1.8361 -5.5287 1.7149
C 1.0139 -4.4886 1.2977
N -0.3534 -4.4401 1.0000
H -2.5098 -3.4132 -0.4131
H -2.6585 -2.7132 1.1900
H -1.9890 -1.4767 -1.2942
H -4.0226 -1.1837 0.3816
H -3.5797 -0.0956 -0.9138
H 0.1445 3.1004 2.1115
H -0.6694 4.8379 3.6660
H -3.0182 4.9360 4.3558
H -4.6742 3.3002 3.5136
H -4.7924 1.0170 1.7420
H 3.2163 -1.8842 1.1004
H 4.7049 -3.7128 1.8615
H 3.8497 -5.9758 2.2367
H 1.4675 -6.5327 1.8762
H -0.9892 -5.2272 1.0390
Br 2.5748 1.3596 1.3023
C 2.2945 0.8895 3.1799
Br 0.7792 -0.3101 3.3592
H 2.0819 1.8030 3.7236
H 3.1830 0.3672 3.5171
C 2.9381 3.7398 -4.7529
C 2.0020 2.6679 -5.2957
C 0.5492 2.8291 -4.8345
C 0.3107 2.8355 -3.2769
Ge 0.0863 0.9646 -3.4868
C 1.2932 -0.5360 -3.3719
C 2.3445 -0.4715 -2.2616
C 3.4061 0.6154 -2.4192
C 4.4123 0.2820 -3.5185
H 3.9408 3.5929 -5.1506
H 3.0180 3.7384 -3.6633
H 2.6117 4.7338 -5.0611
H 2.3818 1.6663 -5.0627
H 1.9964 2.7213 -6.3854
H -0.0984 2.0791 -5.3744
H 0.1131 3.7600 -5.2116
H -0.6305 3.3110 -3.0157
H 1.1503 3.2702 -2.7492
H -1.3306 0.5520 -3.8916
H 1.8028 -0.6148 -4.3398
H 0.6702 -1.4342 -3.3291
H 2.8288 -1.4499 -2.2026
H 1.8664 -0.3706 -1.2491
H 3.9491 0.7183 -1.4766
H 2.9319 1.5851 -2.6125
H 4.9593 -0.6291 -3.2750
H 5.1405 1.0849 -3.6200
H 3.9495 0.1384 -4.4959

The total energy is -231567.0736 eV. The charge is +4. The gap between HOMO and LUMO is 6.1 eV. Its highest occupied orbital energy is -19.200 eV.